Entry 1:
Computed, not measured: a structure of composition C34H38N3O6RuTe in a non-equilibrium geometry, with wB97M-V/def2-TZVPD.

Calculated values
Kohn-Sham gap (spin up / spin down): 7.33 / 6.91 eV
highest occupied orbital energy (spin up / spin down): -0.3723 / -0.4060 hartree
<S²>: 6.022
relative energy (zero: lowest compared OMol25 entry of this formula, charge and spin): 6.51 kJ/mol
total charge: +1
spin multiplicity: 5

Element x y z (Å)
Ru -2.021 2.373 -0.308
O 1.109 5.146 -1.155
C 0.076 4.537 -0.610
O -0.835 4.066 -1.265
C 0.150 4.543 0.897
O -0.690 3.570 1.471
C -1.716 4.098 2.331
C -2.995 4.486 1.567
O -3.694 5.362 2.013
O -3.212 3.788 0.488
H 1.010 5.176 -2.119
H -0.130 5.552 1.213
H 1.182 4.363 1.197
H -1.355 4.960 2.890
H -1.963 3.304 3.034
C -5.292 3.334 -3.032
C -6.195 2.323 -2.752
C -5.797 1.257 -1.962
C -4.500 1.231 -1.480
N -3.613 2.183 -1.802
C -4.004 3.222 -2.541
C -4.032 0.238 -0.482
C -4.403 -1.095 -0.499
C -3.955 -1.931 0.511
C -3.169 -1.407 1.523
C -2.817 -0.070 1.456
N -3.220 0.734 0.470
H -5.577 4.196 -3.619
H -7.209 2.376 -3.125
H -6.495 0.478 -1.684
H -3.248 3.969 -2.745
H -5.019 -1.470 -1.305
H -4.218 -2.982 0.504
H -2.846 -2.011 2.360
H -2.211 0.391 2.224
C -0.830 0.990 -3.429
C -0.593 0.394 -2.056
O -0.096 -0.773 -2.027
N -0.830 1.111 -0.973
Te 0.469 -1.129 0.416
C 1.214 -2.873 1.440
C 0.633 -4.119 1.198
C -0.368 -4.367 0.094
C 1.032 -5.206 1.973
C 2.010 -5.090 2.948
C 2.446 -6.275 3.765
C 2.589 -3.840 3.152
C 2.200 -2.721 2.430
C 2.860 -1.398 2.734
C 2.338 -0.543 -0.388
C 3.039 -1.431 -1.215
C 2.524 -2.798 -1.588
C 4.266 -1.020 -1.721
C 4.805 0.228 -1.437
C 6.145 0.636 -1.984
C 4.072 1.093 -0.634
C 2.839 0.733 -0.106
C 2.112 1.728 0.770
H -1.327 0.263 -4.072
H 0.143 1.213 -3.869
H -1.415 1.901 -3.355
H -0.874 -3.454 -0.225
H -1.116 -5.095 0.410
H 0.138 -4.782 -0.781
H 0.563 -6.170 1.802
H 1.870 -7.163 3.512
H 2.327 -6.076 4.831
H 3.503 -6.487 3.590
H 3.360 -3.731 3.909
H 3.280 -1.405 3.738
H 2.147 -0.574 2.668
H 3.668 -1.200 2.027
H 1.436 -2.804 -1.631
H 2.848 -3.542 -0.857
H 2.902 -3.094 -2.565
H 4.814 -1.694 -2.372
H 6.511 -0.094 -2.705
H 6.879 0.714 -1.180
H 6.091 1.607 -2.476
H 4.470 2.078 -0.411
H 2.336 2.745 0.445
H 2.441 1.636 1.808
H 1.033 1.583 0.734

---

Entry 2:
Computed, not measured: a structure of composition C34H38N6O6P2Ru in a non-equilibrium geometry, with wB97M-V/def2-TZVPD.

Calculated values
Kohn-Sham gap (spin up / spin down): 5.63 / 3.71 eV
highest occupied orbital energy (spin up / spin down): -0.4829 / -0.4829 hartree
<S²>: 6.051
relative energy (zero: lowest compared OMol25 entry of this formula, charge and spin): 434.58 kJ/mol
total charge: +2
spin multiplicity: 5

Element x y z (Å)
Ru 1.360 0.783 0.422
C -3.606 -0.607 1.260
C -2.440 -1.036 1.799
C -1.400 -1.916 1.109
C -0.782 -1.319 -0.138
C -1.570 -0.434 -1.075
C -2.818 -0.660 -1.435
C -3.632 -1.862 -1.110
C -4.337 -1.390 0.187
C 0.814 2.802 -0.369
H -4.299 0.036 1.835
H -2.129 -0.650 2.766
H -1.776 -2.888 0.883
H -0.593 -1.976 1.874
H 0.009 -0.618 0.253
H -0.199 -2.142 -0.667
H -1.005 0.548 -1.273
H -3.417 0.200 -1.778
H -3.044 -2.768 -0.898
H -4.346 -2.048 -1.927
H -5.150 -0.747 -0.197
H -4.906 -2.207 0.647
H 0.184 2.918 0.539
H 0.166 3.095 -1.188
H 1.678 3.461 -0.256
P 1.990 0.838 -1.708
P 2.291 -1.247 1.217
N 1.445 0.319 -3.340
N 3.308 1.858 -2.363
N 2.423 -2.988 0.417
N 3.641 -1.876 2.513
C 2.829 -0.765 -1.319
C 3.456 -0.480 0.066
C 0.819 1.166 -4.279
C 0.977 0.611 -5.544
C 1.620 -0.668 -5.386
C 1.839 -0.831 -4.024
C 3.573 3.186 -2.114
C 4.873 3.461 -2.517
C 5.451 2.235 -2.997
C 4.457 1.263 -2.895
C 1.546 -4.008 0.798
C 1.634 -5.064 -0.121
C 2.716 -4.732 -1.003
C 3.239 -3.492 -0.590
C 4.093 -3.160 2.848
C 5.307 -3.044 3.562
C 5.560 -1.654 3.692
C 4.559 -0.961 3.013
H 3.508 -1.245 -2.048
H 1.947 -1.376 -1.276
H 4.462 -0.890 0.137
H 3.441 0.597 0.359
H 0.334 2.064 -3.928
H 0.601 1.005 -6.484
H 1.952 -1.332 -6.167
H 2.206 -1.694 -3.517
H 2.830 3.809 -1.641
H 5.374 4.431 -2.425
H 6.413 2.109 -3.434
H 4.511 0.194 -3.060
H 0.875 -3.834 1.637
H 0.992 -5.930 -0.165
H 3.064 -5.336 -1.812
H 4.101 -2.981 -0.985
H 3.565 -4.050 2.567
H 5.900 -3.870 3.899
H 6.391 -1.203 4.225
H 4.399 0.097 2.932
O -1.559 3.154 2.600
C -2.318 2.607 1.761
O -2.087 1.925 0.734
C -3.814 2.837 2.066
C -4.757 2.478 1.079
C -6.116 2.531 1.357
C -6.611 2.937 2.615
C -5.656 3.287 3.576
C -4.281 3.297 3.292
N -6.100 3.676 4.912
O -7.304 3.561 5.203
O -5.247 4.087 5.726
N -7.023 2.054 0.324
O -6.462 1.705 -0.759
O -8.243 2.016 0.491
H -4.400 2.154 0.116
H -7.668 2.942 2.830
H -3.629 3.649 4.072

---

Entry 3:
Computed, not measured: a structure of composition C34H38N7O2Pd in a non-equilibrium geometry, with wB97M-V/def2-TZVPD.

Calculated values
Kohn-Sham gap (spin up / spin down): 7.72 / 4.26 eV
highest occupied orbital energy (spin up / spin down): -0.5506 / -0.5921 hartree
<S²>: 6.064
relative energy (zero: lowest compared OMol25 entry of this formula, charge and spin): 0.00 kJ/mol
total charge: +3
spin multiplicity: 5

Element x y z (Å)
Pd 0.325 -0.142 0.306
C 3.758 2.745 -0.297
C 3.530 3.260 -1.561
C 2.425 2.832 -2.281
C 1.569 1.899 -1.717
N 1.791 1.422 -0.485
C 2.855 1.822 0.208
C 0.382 1.350 -2.424
C 0.077 1.651 -3.744
C -1.037 1.081 -4.336
C -1.830 0.219 -3.597
C -1.465 -0.037 -2.289
N -0.393 0.518 -1.716
H 4.613 3.049 0.292
H 4.208 3.988 -1.989
H 2.240 3.232 -3.269
H 2.976 1.391 1.192
H 0.706 2.320 -4.314
H -1.280 1.304 -5.368
H -2.706 -0.252 -4.026
H -2.042 -0.709 -1.666
C 0.980 2.179 4.720
N 0.007 2.357 3.629
C -1.014 3.254 3.732
C -1.916 3.420 2.744
C -1.749 2.632 1.570
N -0.764 1.739 1.480
C 0.107 1.572 2.497
O 1.000 0.699 2.410
N -2.558 2.770 0.517
H 1.005 3.079 5.325
H 1.963 1.993 4.304
H 0.708 1.332 5.350
H -1.055 3.827 4.649
H -2.718 4.141 2.835
H -3.291 3.456 0.504
H -2.378 2.231 -0.311
C 5.427 -4.413 -2.633
C 5.676 -3.040 -2.743
C 4.758 -2.143 -2.262
C 3.580 -2.595 -1.602
C 3.321 -3.996 -1.559
C 4.243 -4.883 -2.053
C 2.759 -1.596 -0.998
C 1.714 -1.763 -0.114
C 1.395 -2.942 0.660
C 0.178 -3.621 0.495
C -0.099 -4.756 1.242
C 0.802 -5.209 2.202
C 2.000 -4.530 2.393
C 2.305 -3.419 1.621
H 6.148 -5.120 -3.027
H 6.590 -2.690 -3.206
H 4.946 -1.077 -2.344
H 2.382 -4.360 -1.173
H 4.046 -5.947 -2.014
H 3.019 -0.583 -1.293
H -0.512 -3.277 -0.266
H -1.013 -5.311 1.055
H 0.582 -6.099 2.781
H 2.713 -4.891 3.125
H 3.243 -2.892 1.760
C -2.491 -2.323 4.451
N -1.690 -2.195 3.242
C -0.264 -2.084 3.436
C -2.224 -1.969 1.962
O -1.622 -1.307 1.127
N -3.432 -2.549 1.716
C -4.020 -3.658 2.473
C -4.150 -2.180 0.504
H -2.082 -1.646 5.201
H -2.416 -3.339 4.854
H -3.531 -2.069 4.275
H -0.042 -1.249 4.102
H 0.244 -1.942 2.498
H 0.085 -3.009 3.914
H -3.280 -4.180 3.071
H -4.444 -4.364 1.761
H -4.840 -3.315 3.111
H -3.713 -1.294 0.067
H -5.194 -1.993 0.767
H -4.120 -3.001 -0.215

---

- Which formula does entry 2 have?
  C34H38N6O6P2Ru

---

- Number 2 is which compound?
  C34H38N6O6P2Ru

---

Copy entry 2 word for word.
Computed, not measured: a structure of composition C34H38N6O6P2Ru in a non-equilibrium geometry, with wB97M-V/def2-TZVPD.

Calculated values
Kohn-Sham gap (spin up / spin down): 5.63 / 3.71 eV
highest occupied orbital energy (spin up / spin down): -0.4829 / -0.4829 hartree
<S²>: 6.051
relative energy (zero: lowest compared OMol25 entry of this formula, charge and spin): 434.58 kJ/mol
total charge: +2
spin multiplicity: 5

Element x y z (Å)
Ru 1.360 0.783 0.422
C -3.606 -0.607 1.260
C -2.440 -1.036 1.799
C -1.400 -1.916 1.109
C -0.782 -1.319 -0.138
C -1.570 -0.434 -1.075
C -2.818 -0.660 -1.435
C -3.632 -1.862 -1.110
C -4.337 -1.390 0.187
C 0.814 2.802 -0.369
H -4.299 0.036 1.835
H -2.129 -0.650 2.766
H -1.776 -2.888 0.883
H -0.593 -1.976 1.874
H 0.009 -0.618 0.253
H -0.199 -2.142 -0.667
H -1.005 0.548 -1.273
H -3.417 0.200 -1.778
H -3.044 -2.768 -0.898
H -4.346 -2.048 -1.927
H -5.150 -0.747 -0.197
H -4.906 -2.207 0.647
H 0.184 2.918 0.539
H 0.166 3.095 -1.188
H 1.678 3.461 -0.256
P 1.990 0.838 -1.708
P 2.291 -1.247 1.217
N 1.445 0.319 -3.340
N 3.308 1.858 -2.363
N 2.423 -2.988 0.417
N 3.641 -1.876 2.513
C 2.829 -0.765 -1.319
C 3.456 -0.480 0.066
C 0.819 1.166 -4.279
C 0.977 0.611 -5.544
C 1.620 -0.668 -5.386
C 1.839 -0.831 -4.024
C 3.573 3.186 -2.114
C 4.873 3.461 -2.517
C 5.451 2.235 -2.997
C 4.457 1.263 -2.895
C 1.546 -4.008 0.798
C 1.634 -5.064 -0.121
C 2.716 -4.732 -1.003
C 3.239 -3.492 -0.590
C 4.093 -3.160 2.848
C 5.307 -3.044 3.562
C 5.560 -1.654 3.692
C 4.559 -0.961 3.013
H 3.508 -1.245 -2.048
H 1.947 -1.376 -1.276
H 4.462 -0.890 0.137
H 3.441 0.597 0.359
H 0.334 2.064 -3.928
H 0.601 1.005 -6.484
H 1.952 -1.332 -6.167
H 2.206 -1.694 -3.517
H 2.830 3.809 -1.641
H 5.374 4.431 -2.425
H 6.413 2.109 -3.434
H 4.511 0.194 -3.060
H 0.875 -3.834 1.637
H 0.992 -5.930 -0.165
H 3.064 -5.336 -1.812
H 4.101 -2.981 -0.985
H 3.565 -4.050 2.567
H 5.900 -3.870 3.899
H 6.391 -1.203 4.225
H 4.399 0.097 2.932
O -1.559 3.154 2.600
C -2.318 2.607 1.761
O -2.087 1.925 0.734
C -3.814 2.837 2.066
C -4.757 2.478 1.079
C -6.116 2.531 1.357
C -6.611 2.937 2.615
C -5.656 3.287 3.576
C -4.281 3.297 3.292
N -6.100 3.676 4.912
O -7.304 3.561 5.203
O -5.247 4.087 5.726
N -7.023 2.054 0.324
O -6.462 1.705 -0.759
O -8.243 2.016 0.491
H -4.400 2.154 0.116
H -7.668 2.942 2.830
H -3.629 3.649 4.072